[1]
The following is a quantum chemistry calculation of a structure of composition C15H31NO2P2Pb in a non-equilibrium geometry, from the Open Molecules 2025 dataset.

HOMO energy (alpha / beta)   -13.7 / -13.7 eV
Total charge   +2
Energy relative to the best compared isomer or geometry (same formula, charge and spin)   4.947 eV
Frontier orbital gap (alpha / beta)   5.352 / 5.344 eV
Largest force on an atom   0.099 Eh/bohr
LUMO (alpha / beta)   -8.35 / -8.36 eV

CARTESIAN COORDINATES (ANGSTROEM)
P (-1.8580, 3.2941, -2.8876)
P (-4.0614, 0.0913, -2.9006)
C (-3.1191, 2.4558, -3.9652)
C (-4.2602, 1.8378, -3.2053)
H (-2.5576, 1.7413, -4.5946)
H (-3.5093, 3.2227, -4.6483)
H (-4.5374, 2.4373, -1.8814)
H (-5.2151, 2.0149, -3.7138)
C (-3.3804, -0.9356, -4.2045)
H (-2.8476, -1.7949, -3.7774)
H (-2.6830, -0.3718, -4.8430)
H (-4.1925, -1.2844, -4.8334)
C (-5.8681, -0.3684, -2.8615)
H (-6.2311, -0.4795, -3.8891)
H (-6.4538, 0.4058, -2.3613)
H (-6.0044, -1.3141, -2.3247)
C (-0.3677, 3.6316, -3.9313)
H (0.5492, 3.2954, -3.4467)
H (-0.2706, 4.7360, -4.0897)
H (-0.4622, 3.1702, -4.9201)
C (-2.4992, 5.0427, -3.1827)
H (-3.5246, 5.2220, -2.8572)
H (-2.4158, 5.2939, -4.2463)
H (-1.8330, 5.7111, -2.6253)
Pb (-0.1321, 0.4008, -4.1130)
C (-5.1588, 0.7662, -0.1373)
C (-4.0108, 0.2250, -0.7961)
C (-2.5966, 0.8134, -0.6343)
C (-2.3368, 2.2536, -0.1706)
C (-2.8155, 3.3659, -1.0112)
C (-4.3529, 3.3736, -1.1328)
C (-5.0154, 3.2828, 0.2539)
C (-5.1344, 1.8576, 0.8366)
C (1.4385, 0.9568, -2.6115)
H (-6.1144, 0.2561, -0.2370)
H (-4.0194, -0.8875, -0.7492)
H (-2.0792, 0.6719, -1.6063)
H (-2.0584, 0.1540, 0.0420)
H (-2.6528, 2.3277, 0.8944)
H (-1.2378, 2.3529, -0.1496)
H (-2.5118, 4.4047, -0.6148)
H (-4.7617, 4.2476, -1.6549)
H (-6.0101, 3.7287, 0.2132)
H (-4.4336, 3.8838, 0.9763)
H (-4.3245, 1.6905, 1.5907)
H (-6.0793, 1.8273, 1.4022)
H (1.4316, 0.1621, -1.8755)
H (1.1175, 1.9057, -2.1647)
H (2.4257, 1.0563, -3.0872)
O (0.5628, -2.4746, -1.6793)
N (0.2422, -1.6690, -2.5282)
O (-0.5836, -2.0113, -3.4726)

***

[2]
The following is a quantum chemistry calculation of a structure of composition C3H2O in a non-equilibrium geometry, from the Open Molecules 2025 dataset.

HOMO energy (alpha / beta)   -9.4 / -10.5 eV
Energy relative to the best compared isomer or geometry (same formula, charge and spin)   6.450 eV
Frontier orbital gap (alpha / beta)   6.877 / 8.573 eV
Largest force on an atom   0.065 Eh/bohr
LUMO (alpha / beta)   -2.50 / -1.96 eV

CARTESIAN COORDINATES (ANGSTROEM)
C (1.9552, -1.5586, 0.3391)
C (1.1201, -0.7450, 0.6861)
C (-0.8310, 0.6489, -0.3229)
O (-1.1347, 1.7128, 0.0799)
H (-1.1127, 0.0395, -1.1145)
H (0.0030, -0.0976, 0.3324)

***

[3]
The following is a quantum chemistry calculation of a structure of composition C38H34F3MnN4O2Si, from the Open Molecules 2025 dataset.

⟨S²⟩   0.913
HOMO energy (alpha / beta)   -4.2 / -3.8 eV
Total charge   -1
Frontier orbital gap (alpha / beta)   6.585 / 6.327 eV
Spin multiplicity   2
Largest force on an atom   0.011 Eh/bohr
LUMO (alpha / beta)   2.41 / 2.54 eV

CARTESIAN COORDINATES (ANGSTROEM)
Mn (0.6306, 0.0309, 0.2067)
C (-1.0596, -2.9887, 2.7529)
C (-0.1962, -2.1505, 1.8689)
N (-0.4094, -0.9033, 1.5814)
N (-1.4774, -0.2676, 2.1432)
C (-1.3888, 1.0159, 1.8569)
O (-0.4363, 1.5415, 1.2068)
C (-2.4702, 1.8998, 2.3756)
C (-3.4995, 1.4046, 3.1737)
C (-4.4876, 2.2557, 3.6389)
C (-4.4580, 3.6062, 3.3123)
C (-3.4360, 4.1019, 2.5152)
C (-2.4454, 3.2521, 2.0473)
C (1.0131, -2.6710, 1.2631)
C (1.4654, -3.9862, 1.4182)
C (2.6768, -4.3400, 0.8645)
C (3.4140, -3.3855, 0.1709)
C (2.8903, -2.1155, 0.0302)
N (1.7186, -1.7553, 0.5544)
H (-1.8684, -2.3839, 3.1520)
H (-0.4827, -3.4056, 3.5824)
H (-1.4902, -3.8239, 2.1936)
H (-3.5081, 0.3511, 3.4147)
H (-5.2876, 1.8660, 4.2567)
H (-5.2333, 4.2701, 3.6751)
H (-3.4133, 5.1523, 2.2524)
H (-1.6450, 3.6132, 1.4160)
H (0.8740, -4.7064, 1.9649)
H (3.0473, -5.3517, 0.9742)
H (4.3715, -3.6205, -0.2734)
H (3.4001, -1.3417, -0.5315)
C (3.4100, -0.5657, -3.7178)
Si (1.7057, -0.2724, -2.8944)
C (0.9990, -2.0210, -2.8160)
C (0.6723, 0.7634, -4.0867)
N (1.9005, 0.4561, -1.3378)
C (2.9322, 1.2847, -1.0220)
C (3.7856, 1.9612, -1.9115)
C (4.8467, 2.7411, -1.4693)
C (5.1072, 2.9097, -0.1215)
C (4.2647, 2.2923, 0.8055)
C (3.2260, 1.5153, 0.3523)
O (2.2919, 0.9373, 1.2128)
C (2.5359, 0.8401, 2.5650)
C (1.7699, 1.6006, 3.4337)
C (1.9671, 1.4540, 4.7993)
C (2.9191, 0.5688, 5.2835)
C (3.6794, -0.1837, 4.3987)
C (3.4899, -0.0548, 3.0324)
H (3.3772, -1.5238, -4.2436)
H (4.2211, -0.6131, -2.9877)
H (3.6820, 0.1964, -4.4507)
H (0.6890, -2.2982, -3.8290)
H (0.1376, -2.1210, -2.1609)
H (1.7709, -2.7305, -2.5045)
H (0.7809, 0.4158, -5.1168)
H (0.9683, 1.8143, -4.0434)
H (-0.3776, 0.7010, -3.7998)
H (3.6044, 1.8824, -2.9752)
H (5.4734, 3.2315, -2.2056)
H (5.9306, 3.5248, 0.2162)
H (4.4128, 2.4216, 1.8701)
H (1.0162, 2.2571, 3.0204)
H (1.3647, 2.0319, 5.4886)
H (3.0641, 0.4605, 6.3509)
H (4.4174, -0.8819, 4.7739)
H (4.0633, -0.6332, 2.3202)
F (-7.4991, 0.3873, -4.7664)
C (-6.9475, -0.8099, -4.4672)
F (-7.8942, -1.5150, -3.8199)
F (-6.7678, -1.4310, -5.6584)
C (-5.6806, -0.6795, -3.6932)
C (-4.7059, 0.2100, -4.1363)
C (-3.5132, 0.3275, -3.4528)
C (-3.2559, -0.4403, -2.3050)
C (-4.2539, -1.3275, -1.8740)
C (-5.4482, -1.4478, -2.5593)
C (-2.0296, -0.3297, -1.5987)
C (-0.9935, -0.2556, -0.9534)
H (-4.8836, 0.8160, -5.0159)
H (-2.7570, 1.0212, -3.7942)
H (-4.0736, -1.9158, -0.9848)
H (-6.2049, -2.1365, -2.2084)